Molecular formula: C34H30Cl2N4O5PRbS3Se2
Method: DFT, ωB97M-V with the def2-TZVPD basis set

Atoms and positions in Å:
C (5.11645, 2.29884, 3.85480)
Se (2.91294, -0.06498, 2.10120)
C (5.80611, 2.68133, 4.99221)
H (5.52488, 5.70594, 0.09004)
C (-7.06289, -0.55928, -0.16216)
Rb (-0.57675, -1.16207, 0.42480)
O (-4.66519, 0.91321, 1.75082)
H (-1.50906, -3.18029, -6.05234)
H (3.95734, 4.73699, 1.73343)
N (-1.30529, 1.74445, -0.58214)
O (-0.92594, -4.22327, -1.25632)
C (2.26971, -6.43062, 2.08787)
C (-4.87872, -0.96796, -1.10900)
C (-0.56725, -5.31455, -0.84268)
H (-4.62142, 4.52487, -0.66655)
S (-4.65115, -0.48912, 1.37549)
C (-5.41216, -1.14112, -2.37282)
C (3.12556, 3.33225, 4.69749)
H (-1.49955, -4.09487, -3.88666)
H (-2.60988, -1.98723, -5.34343)
C (0.39615, -5.61843, 0.19109)
H (2.99814, -6.74894, 2.82183)
C (0.32633, 2.64037, -2.15532)
H (2.08275, 3.59211, 4.55500)
H (6.85321, 2.42486, 5.10143)
C (0.59733, -1.68317, -4.13929)
H (4.33185, 0.91290, -0.10956)
H (1.10862, 3.21500, -1.65481)
C (-1.38070, -3.01259, -3.87574)
C (3.81200, 3.70669, 5.84790)
O (-5.03784, -1.42768, 2.39634)
C (-4.06104, 4.02798, 0.12673)
O (-2.53092, -1.21300, -1.49911)
H (5.61938, 1.72854, 3.08217)
C (5.15194, 3.38754, 5.99788)
H (-2.91910, 1.56779, 0.66961)
P (2.88731, 2.07737, 2.16810)
H (0.66312, 1.60596, -2.21439)
H (5.86520, 1.88464, -1.81361)
O (0.78158, -3.37619, 0.88712)
C (0.68253, -6.98401, 0.37680)
S (-0.36651, -1.13248, -5.49960)
C (-1.88669, 3.78706, -1.32963)
H (0.16577, -7.71629, -0.23418)
C (2.00440, -5.10445, 1.93186)
C (-5.69216, -0.67971, -0.04026)
C (5.80368, 3.85245, -0.96570)
H (-4.75576, -1.35161, -3.20761)
C (-3.42671, -1.03854, -0.68298)
H (0.32763, -2.95742, -2.59155)
C (3.77055, 2.62558, 3.69417)
C (5.46243, 2.51145, -1.02713)
H (5.68786, 3.68434, 6.89199)
H (3.29580, 4.25435, 6.62800)
N (-2.45102, 2.15517, -0.00689)
S (2.04499, -0.98470, -3.75310)
H (-1.01131, -6.22938, -1.29927)
H (-7.68751, -0.33291, 0.69133)
C (5.26883, 4.65401, 0.03944)
C (4.39902, 4.10951, 0.96753)
C (-1.61505, -2.42370, -5.27516)
C (-0.95202, 2.72774, -1.39069)
C (-6.78858, -1.02938, -2.52341)
C (4.06389, 2.75659, 0.91971)
C (-7.60451, -0.74428, -1.42857)
C (1.59772, -7.38658, 1.30237)
H (-2.06411, -2.59580, -3.13745)
C (4.60029, 1.96272, -0.08263)
H (-4.71277, 3.29375, 0.60011)
C (-2.83620, 3.37424, -0.42001)
C (1.03077, -4.58923, 0.97865)
Se (1.03706, 3.13618, 1.97397)
Cl (1.96352, -9.08983, 1.54419)
N (-3.26752, -0.87109, 0.65898)
H (0.21065, 3.01744, -3.17337)
Cl (2.83481, -3.94150, 2.91302)
H (6.47842, 4.27795, -1.69952)
H (-3.80226, 4.77726, 0.87758)
H (-8.67573, -0.66388, -1.56851)
H (-1.86043, 4.72315, -1.86242)
N (-0.01087, -2.68512, -3.50703)
H (-7.23596, -1.16334, -3.50043)

Values from the calculation:
Total charge: -2
Energy relative to the best compared isomer or geometry (same formula, charge and spin) (kcal/mol): 2.3
LUMO energy (eV): 3.48
HOMO-LUMO gap (eV): 5.8

---

Molecular formula: C34H30MoN3O2PSe3Te
Method: DFT, ωB97M-V with the def2-TZVPD basis set

Atoms and positions in Å:
N (1.83892, 1.04564, 0.35560)
H (-2.97634, -0.42111, -2.57956)
P (-1.35833, -0.67631, 1.84149)
H (5.17689, 1.06057, 0.56118)
C (3.90635, 2.65033, 1.27984)
C (1.15462, -3.77000, 2.17905)
H (-7.48027, 2.25330, -2.24464)
Se (-0.31078, 0.07185, -4.06355)
H (-1.20942, -5.02349, 4.25475)
N (-0.55691, 1.85913, 0.13160)
C (2.59897, 3.08303, 1.37349)
H (-3.85355, 0.32742, 4.51086)
H (0.97002, -5.61469, 3.24214)
C (-4.93579, -1.79038, 0.29300)
C (0.21098, 2.68555, 0.76329)
C (-2.25150, 1.67283, 2.89878)
C (0.51851, -4.65503, 3.03166)
H (1.51813, -0.20980, 3.36607)
Se (-0.28523, -2.51538, -1.15211)
O (-1.78901, 0.24171, -1.24526)
H (-4.21557, -1.34595, 4.92877)
H (-3.02085, 3.57567, 3.49069)
C (-4.02339, -1.01524, 2.83509)
H (-6.04858, -1.29801, 3.43846)
H (-5.26285, -2.10209, -0.68916)
C (-4.45381, 0.73356, -2.24114)
C (-1.24862, 0.71294, 3.03647)
C (-3.78268, 1.56830, -1.33283)
C (-1.29098, -3.10666, 3.31126)
C (-5.36053, -1.32629, 2.60234)
H (-1.17219, 3.98619, 5.10663)
C (-4.47355, 2.65184, -0.77757)
C (1.58569, 2.26781, 0.87717)
C (-3.63612, -0.71158, 4.25827)
H (3.26616, -0.31820, -0.21119)
H (-2.26544, -2.87098, 3.71970)
H (-3.06267, 1.50262, 2.20242)
C (-0.21731, 2.11591, 4.68623)
C (3.11120, 0.64978, 0.24627)
H (2.34719, 4.04327, 1.79629)
H (-6.28126, 0.34343, -3.26065)
H (1.50668, 0.29433, 5.05051)
C (-0.64469, -2.21490, 2.46303)
C (-5.82408, -1.69182, 1.34927)
C (-0.21641, 0.92627, 3.96084)
H (-6.87103, -1.92328, 1.20970)
H (-2.90456, -1.56971, -0.32048)
C (-0.70435, -4.32422, 3.60419)
N (-1.81657, 2.25725, -0.17532)
C (0.58364, -2.53358, 1.88437)
H (1.89218, -0.91335, 1.70764)
C (1.28442, -1.52339, 1.03057)
C (-1.20197, 3.07616, 4.52329)
Se (1.30601, 0.45015, -2.46279)
H (-0.14899, 3.65744, 1.07591)
H (-2.58073, -0.87599, 4.46695)
H (4.71384, 3.26710, 1.64692)
C (-3.14350, -1.04332, 1.74165)
O (-3.91013, -0.32834, -2.84672)
H (-6.30270, 3.74501, -0.64355)
C (-2.23359, 2.84777, 3.62690)
C (-2.39535, 1.32951, -0.91007)
C (-3.60448, -1.47310, 0.49771)
C (4.16834, 1.42381, 0.68386)
H (-3.93992, 3.28809, -0.08590)
H (1.98537, -2.03422, 0.36092)
H (2.09918, -4.03690, 1.72332)
Mo (0.07231, -0.11926, -0.23625)
Te (-0.96011, -2.35818, -3.55792)
C (-6.44681, 2.06588, -1.98702)
C (-5.79041, 1.00021, -2.55773)
H (0.48768, -1.04308, 4.51406)
H (0.57316, 2.27911, 5.40762)
C (0.87902, -0.06493, 4.23711)
C (-5.78867, 2.90538, -1.08845)

Values from the calculation:
Spin multiplicity: 3
Energy relative to the best compared isomer or geometry (same formula, charge and spin) (kcal/mol): 0.0
LUMO energy (alpha / beta) (eV): -0.98 / -1.60
HOMO-LUMO gap (alpha / beta) (eV): 5.5 / 4.9

---

Molecular formula: C34H30N3O4PRuS
Method: DFT, ωB97M-V with the def2-TZVPD basis set

Atoms and positions in Å:
C (-2.11031, 0.97069, 4.58375)
H (-4.93831, 2.17736, -1.32975)
C (-3.14437, -1.09569, 3.02057)
H (-3.47241, -2.48097, -0.53395)
H (-1.70316, 1.78948, 5.16481)
C (-2.11951, -0.30910, 2.50899)
H (6.71058, -1.05390, -1.28994)
C (-0.41132, -4.22459, -0.69071)
C (1.32141, 4.80702, -1.17341)
C (-4.60564, 1.15790, -1.16891)
H (2.67460, 2.29977, 0.78182)
H (-0.56920, 2.12875, -3.77526)
H (0.08950, -6.04929, 0.32986)
H (1.70382, 0.30946, -4.04309)
C (-3.12010, 0.15903, 5.07867)
N (0.68469, 2.60463, -1.01088)
H (-1.77648, 3.25593, -3.16353)
H (-3.56826, -1.88977, 2.41595)
Ru (0.34602, 0.77650, 0.02518)
C (-1.02163, 2.52947, -2.86351)
C (0.41193, 4.57424, -2.14603)
O (0.74876, 0.84355, 2.33597)
H (1.84276, 5.72969, -0.95098)
H (5.94148, -0.16273, -3.43522)
H (1.27027, -1.85387, 0.39166)
C (-0.93119, -3.19029, 1.84185)
C (-1.12246, -2.39353, 0.71736)
H (-5.48928, -2.03791, -1.86559)
H (-1.49047, 1.69792, -2.35261)
C (-4.91876, -1.20729, -1.46709)
C (1.48118, 3.57040, -0.46116)
H (-0.35486, -5.12089, 2.57666)
H (-0.95643, -2.28800, -1.43231)
H (3.20975, 3.98874, 0.70257)
C (-3.63657, -0.86523, 4.29963)
C (-0.84107, -2.91427, -0.55324)
P (-1.53186, -0.62804, 0.79846)
C (4.92220, -0.18594, -3.07156)
C (0.00642, 3.19389, -2.03009)
C (2.57200, 0.10317, -3.44097)
S (-0.37406, 1.77319, 2.64947)
H (-4.43437, -1.48801, 4.68603)
C (4.16140, -1.45175, 0.88771)
C (-5.32903, 0.09740, -1.70044)
C (3.84910, 0.11976, -3.90687)
N (2.30205, -0.16595, -2.07896)
H (-0.20654, -4.62421, -1.67662)
C (5.70492, -1.03744, -0.88706)
N (1.77940, -1.00536, 0.62223)
H (1.78250, 3.55443, 1.63658)
H (-6.21361, 0.28870, -2.29573)
H (3.94604, -1.78630, 1.89651)
C (-3.46111, 0.91605, -0.42410)
C (-3.77733, -1.45737, -0.71476)
H (6.26948, -1.81629, 1.02536)
H (-1.10964, -2.79137, 2.83352)
C (2.34017, 3.33286, 0.72021)
C (-1.62477, 0.73315, 3.31209)
C (4.66923, -0.59007, -1.71972)
C (5.46020, -1.46252, 0.40031)
O (-0.93182, 2.19763, 1.33803)
C (3.35628, -0.57154, -1.20818)
C (3.12010, -1.00834, 0.09365)
H (0.03864, 5.26783, -2.88687)
H (-3.51219, 0.33471, 6.07157)
C (-0.24279, -5.02346, 0.43686)
H (4.00971, 0.37724, -4.94599)
H (-2.90627, 1.74432, 0.00179)
O (-0.06052, 2.83127, 3.55348)
C (0.97335, -0.04065, -1.69338)
H (1.78986, -0.90230, 1.62974)
O (0.06072, -0.16117, -2.47985)
C (-3.03742, -0.39625, -0.19835)
C (-0.49543, -4.50445, 1.69773)

Values from the calculation:
Spin multiplicity: 6
Total charge: +1
Energy relative to the best compared isomer or geometry (same formula, charge and spin) (kcal/mol): 6.3
LUMO energy (alpha / beta) (eV): -2.48 / -4.48
HOMO-LUMO gap (alpha / beta) (eV): 6.4 / 7.0

---

Molecular formula: C34H31AuNP3S3
Method: DFT, ωB97M-V with the def2-TZVPD basis set

Atoms and positions in Å:
Au (0.20140, -2.51705, -0.11503)
N (0.58405, -4.57130, -0.21643)
C (3.76513, -0.22688, 0.73152)
C (-2.82478, 1.72074, 1.16712)
H (-0.67514, 4.87870, 0.62860)
C (1.64293, 3.20003, -3.29340)
H (2.17313, 2.74036, 0.37018)
H (-4.33621, -2.32202, -0.69215)
P (1.38423, 0.09146, -0.65399)
H (3.70332, -1.25857, 0.40797)
H (3.48777, -0.90174, 4.20620)
C (0.04969, -0.51224, 0.23305)
C (-0.69193, 2.81145, 1.19518)
C (0.98126, 1.50226, -1.71304)
C (-0.69073, 2.81520, -2.85006)
H (-1.73137, 3.05681, -3.01952)
C (-1.45212, 1.66131, 1.38733)
C (2.50121, 0.82254, 5.01720)
P (-2.06969, -2.63331, -0.34321)
C (-3.41876, 2.89995, 0.74190)
H (0.04223, 4.28798, -4.22160)
C (2.78829, 0.68112, 0.32424)
C (0.30512, 3.50760, -3.51947)
C (-1.44508, -2.20697, -4.38616)
H (-3.47727, -4.57996, 0.00963)
H (-3.87237, -1.53538, 0.86443)
C (0.64527, 0.46456, 2.96488)
C (-2.21569, -3.22403, -4.92450)
C (-2.64770, 4.03787, 0.53842)
H (3.02288, 1.96377, -2.22760)
C (1.72440, -0.39971, 3.10221)
C (1.41756, 1.68045, 4.90390)
C (-0.35333, 1.81059, -1.95219)
H (1.83810, -1.22523, 2.40834)
H (-1.12498, 1.26852, -1.41721)
H (0.37123, 2.78863, 1.38693)
S (2.42375, -6.67360, -0.23898)
H (4.01337, 3.46279, 1.83234)
C (4.90031, 1.51258, 1.93725)
H (2.42006, 3.73798, -3.81886)
C (-2.93647, -4.06160, -4.08347)
C (-2.87823, -3.88303, -2.71162)
H (-2.25499, -3.36980, -5.99551)
H (5.57183, -0.52330, 1.83690)
C (4.81730, 0.18828, 1.52957)
P (-0.63899, 0.06525, 1.72925)
S (1.93059, -1.56021, -1.69576)
C (2.64993, -0.22331, 4.11835)
H (-0.36271, 2.16042, 3.82920)
C (-2.49926, -4.25001, 0.36234)
H (-0.76829, -1.23758, -2.60712)
C (-3.60787, -1.69194, -0.17292)
C (3.94225, 2.42734, 1.52837)
H (-2.53542, -4.14104, 1.44634)
C (-1.37848, -2.03140, -3.01099)
C (1.37968, -5.43639, -0.22686)
C (1.97919, 2.20052, -2.39648)
H (1.28866, 2.48771, 5.61222)
H (-3.44290, -4.55049, -2.07506)
H (-1.73375, -4.97546, 0.10366)
C (0.48983, 1.49800, 3.88818)
S (-1.85655, -1.23077, 2.60995)
C (-1.28232, 3.99475, 0.77381)
H (-3.42869, 0.83979, 1.35059)
H (-3.11257, 4.95787, 0.20927)
C (-2.08548, -2.87444, -2.15834)
H (5.72035, 1.83454, 2.56564)
H (-0.87940, -1.54937, -5.03279)
C (2.89647, 2.01391, 0.71467)
H (-3.54006, -4.85856, -4.49678)
H (-3.53939, -0.73437, -0.68910)
H (-4.48784, 2.93543, 0.57878)
H (3.22400, 0.96199, 5.81029)

Values from the calculation:
Energy relative to the best compared isomer or geometry (same formula, charge and spin) (kcal/mol): 4.2
LUMO energy (eV): -1.36
HOMO-LUMO gap (eV): 6.4

---

Asked for maximum force across the records above, the calculation gives 1.10 0.73 0.68 1.32 eV/Å in order.